2 unconnected molecules or ions with the total composition C4H6N2 at a distorted geometry. Source: the OMol25 dataset; level of theory: wB97M-V/def2-TZVPD.

Values from the calculation:
Multiplicity: 1
Maximum force, eV/A: 2.62
Kohn-Sham gap (alpha / beta), eV: 7.66 / 7.61
ΔE to the lowest compared entry with this formula, charge and spin, kcal/mol: 84.8
Electronic energy, eV: -7221.91515

Last column: natural (NBO) charge in e.
Cartesian coordinates (Å):
1 C 0.35 2.04 -0.09  -0.34
2 C -0.25 0.84 -0.24  -0.40
3 C 0.36 -0.34 -0.70  0.18
4 C 0.00 -1.62 -0.07  -0.76
5 N 3.75 0.03 -0.01  0.02
6 N 2.67 -0.22 0.08  0.01
7 H -0.20 2.91 0.22  0.20
8 H 1.42 2.14 -0.15  0.19
9 H -1.33 0.78 -0.09  0.22
10 H 0.78 -2.36 -0.21  0.23
11 H -0.87 -1.96 -0.66  0.27
12 H -0.30 -1.57 0.98  0.19